Molecular formula: C25H37BBr2F15N2O13P2
Method: DFT, ωB97M-V/def2-TZVPD

Energy, Ha: -9416.27852
Net charge: -1
Gap between HOMO and LUMO, eV: 6.34
M, Da: 1091.11

The geometry in XYZ format:
```
97
Properties=species:S:1:pos:R:3:mulliken_charge:R:1
C -3.332 2.902 1.654 -1.61
C -2.338 1.887 1.125 -0.07
N -2.697 0.924 0.363 -0.33
C -0.928 2.031 1.603 0.14
B 0.276 2.213 0.498 0.47
P 1.914 1.575 1.533 0.27
O 3.234 2.332 0.855 -0.46
Br 2.348 -0.555 0.892 -0.37
O 0.630 3.635 0.179 -0.91
C 1.118 3.562 -1.143 -1.11
C 0.068 2.640 -1.734 0.38
Br 0.444 2.001 -3.527 -0.22
P -1.464 3.680 -1.915 0.62
N -1.209 5.105 -2.527 -0.89
O 0.012 1.603 -0.844 0.36
H -2.853 3.824 1.971 0.38
H -3.829 2.467 2.525 0.39
H -4.099 3.114 0.910 0.48
H -3.697 0.986 0.164 0.19
H -0.880 2.872 2.294 -0.15
H -0.693 1.135 2.187 0.27
H 3.256 3.236 1.183 0.19
H 1.230 4.529 -1.624 0.48
H 2.063 3.005 -1.178 0.36
H -2.008 3.709 -0.635 -0.09
H -2.363 2.881 -2.640 0.04
H -1.716 5.226 -3.394 0.22
C 1.671 0.388 7.745 -1.11
C 0.348 1.122 7.731 -0.23
O 0.468 2.409 7.094 -0.35
C 0.453 2.382 5.762 0.28
O 0.331 1.427 5.062 -0.44
C 0.565 3.829 5.226 0.97
F 1.493 4.520 5.899 -0.29
F -0.617 4.444 5.404 -0.31
F 0.869 3.842 3.948 -0.13
H 2.437 0.996 8.226 0.31
H 1.569 -0.546 8.298 0.37
H 1.998 0.156 6.733 0.32
H 0.008 1.347 8.739 0.32
H -0.423 0.544 7.223 0.31
C -1.724 -1.066 -2.303 -0.86
C -1.075 -2.419 -2.384 0.01
O -1.724 -3.380 -1.501 -0.31
C -2.810 -3.955 -1.934 0.37
O -3.370 -3.838 -2.990 -0.58
C -3.322 -4.947 -0.860 0.91
F -3.326 -4.413 0.358 -0.25
F -2.536 -6.035 -0.840 -0.27
F -4.560 -5.345 -1.149 -0.25
H -1.730 -0.689 -1.279 0.35
H -1.160 -0.361 -2.912 0.04
H -2.753 -1.093 -2.666 0.38
H -0.052 -2.380 -2.024 0.05
H -1.079 -2.827 -3.394 0.35
C 2.280 -7.367 -0.925 -1.09
C 2.922 -6.358 0.001 -0.24
O 3.545 -5.284 -0.735 -0.35
C 2.718 -4.337 -1.163 0.36
O 1.535 -4.295 -1.017 -0.47
C 3.523 -3.225 -1.874 0.89
F 4.407 -3.760 -2.732 -0.28
F 4.191 -2.532 -0.959 -0.25
F 2.716 -2.427 -2.550 -0.21
H 3.012 -7.751 -1.636 0.31
H 1.887 -8.201 -0.344 0.36
H 1.458 -6.918 -1.481 0.30
H 3.735 -6.802 0.570 0.34
H 2.198 -5.936 0.697 0.31
C -6.204 -4.624 -4.507 -1.01
C -7.624 -4.222 -4.828 -0.28
O -7.671 -3.108 -5.752 -0.31
C -7.523 -3.401 -7.028 0.34
O -7.375 -4.478 -7.529 -0.52
C -7.626 -2.105 -7.868 0.91
F -6.901 -1.121 -7.343 -0.24
F -8.907 -1.709 -7.913 -0.26
F -7.214 -2.327 -9.108 -0.24
H -5.637 -3.780 -4.119 0.32
H -6.203 -5.408 -3.751 0.36
H -5.692 -4.999 -5.392 0.30
H -8.140 -3.857 -3.943 0.31
H -8.199 -5.047 -5.248 0.34
C 8.514 4.412 0.965 -1.11
C 8.253 5.527 1.952 -0.22
O 6.850 5.620 2.276 -0.32
C 6.406 4.762 3.180 0.24
O 7.035 3.944 3.783 -0.53
C 4.893 4.984 3.395 1.04
F 4.263 5.133 2.228 -0.26
F 4.707 6.102 4.115 -0.29
F 4.363 3.968 4.052 -0.22
H 7.907 4.546 0.070 0.31
H 9.566 4.414 0.678 0.37
H 8.277 3.441 1.398 0.32
H 8.497 6.498 1.527 0.31
H 8.822 5.395 2.871 0.32
```

=====

Molecular formula: C25H37Cl6F24NO6
Method: DFT, ωB97M-V/def2-TZVPD

Energy, Ha: -6638.87800
Gap between HOMO and LUMO, eV: 8.45
M, Da: 1116.24

The geometry in XYZ format:
```
99
Properties=species:S:1:pos:R:3:mulliken_charge:R:1
C 8.990 -10.173 16.769 -0.34
O 9.946 -10.814 15.929 -0.44
C 10.138 -10.132 14.699 0.75
C 11.038 -10.878 13.763 -1.07
N 10.400 -12.154 13.324 0.46
H 9.497 -11.985 12.840 -0.02
H 10.998 -12.580 12.615 0.52
C 10.088 -13.185 14.383 -0.22
C 10.045 -14.544 13.738 -0.42
O 11.282 -14.736 13.082 -0.38
C 11.450 -16.055 12.581 -0.74
H 8.067 -10.248 16.183 -0.02
H 9.347 -9.164 16.978 0.27
H 8.802 -10.738 17.679 0.29
H 10.536 -9.139 14.920 0.57
H 9.153 -10.068 14.220 -0.57
H 11.999 -11.170 14.187 0.42
H 11.233 -10.293 12.865 0.29
H 9.140 -12.894 14.825 0.00
H 10.874 -13.092 15.129 0.44
H 9.229 -14.649 13.014 0.11
H 9.960 -15.312 14.515 0.51
H 11.708 -16.748 13.385 0.28
H 12.278 -16.040 11.876 0.25
H 10.541 -16.373 12.066 0.31
C 7.035 -10.960 11.466 0.83
O 8.007 -11.701 12.140 -1.21
H 6.034 -11.417 11.535 0.03
H 7.050 -9.888 11.711 -0.51
H 7.256 -11.041 10.386 -0.33
C 2.922 -10.558 14.327 -0.94
C 2.893 -9.041 14.120 1.09
C 3.783 -8.687 12.896 1.04
F 3.362 -9.303 11.766 -0.20
F 3.837 -7.355 12.644 -0.26
F 1.644 -8.567 14.011 -0.34
F 3.451 -8.445 15.204 -0.27
O 4.270 -11.014 14.391 -0.32
C 4.435 -12.283 14.868 0.71
C 5.929 -12.612 14.687 1.21
F 6.656 -11.769 15.477 -0.17
F 6.239 -13.873 15.040 -0.32
F 4.039 -12.351 16.156 -0.32
F 3.699 -13.167 14.161 -0.27
H 2.430 -11.042 13.480 0.14
H 2.378 -10.814 15.237 0.42
H 4.820 -8.968 13.084 -0.64
H 6.200 -12.396 13.647 -0.67
C 3.958 -6.442 8.038 -1.28
C 5.065 -6.845 9.027 1.09
C 5.256 -8.357 9.105 1.20
F 4.038 -8.938 9.302 -0.25
F 5.846 -8.870 8.016 -0.24
F 6.209 -6.264 8.554 -0.33
F 4.841 -6.334 10.257 -0.25
O 3.824 -5.040 7.914 -0.37
C 3.012 -4.611 6.882 0.91
C 2.725 -3.146 7.180 0.25
F 2.031 -2.570 6.166 -0.28
F 2.087 -2.978 8.353 -0.23
F 3.671 -4.776 5.732 -0.29
F 1.828 -5.252 6.839 -0.30
H 3.009 -6.913 8.298 0.44
H 4.285 -6.821 7.065 0.51
H 5.827 -8.588 10.008 -0.65
H 3.652 -2.567 7.229 0.21
C 9.442 -6.970 11.155 -1.25
C 9.423 -7.894 9.922 1.07
C 10.185 -9.177 10.227 0.94
F 10.289 -9.902 9.069 -0.28
F 11.459 -8.974 10.659 -0.31
F 8.187 -8.233 9.520 -0.18
F 10.054 -7.205 8.939 -0.36
O 8.831 -7.644 12.240 -0.19
C 7.713 -7.031 12.791 0.74
C 7.329 -7.789 14.048 0.59
F 8.268 -7.726 15.013 -0.26
F 6.187 -7.298 14.573 -0.28
F 7.865 -5.705 12.978 -0.32
F 6.709 -7.134 11.887 -0.14
H 8.960 -6.030 10.879 0.47
H 10.466 -6.705 11.411 0.41
H 9.653 -9.799 10.957 -0.46
H 7.157 -8.830 13.755 -0.17
C 2.843 -12.151 10.796 0.85
Cl 3.102 -12.602 9.097 -0.17
Cl 1.502 -13.131 11.453 -0.19
H 3.720 -12.327 11.410 -0.52
H 2.568 -11.104 10.758 -0.01
C 6.613 -14.621 10.589 0.51
Cl 6.166 -15.016 12.253 -0.16
Cl 6.914 -16.115 9.654 -0.20
H 5.850 -13.988 10.144 -0.04
H 7.511 -14.008 10.638 -0.12
C 7.939 -11.505 7.812 0.77
Cl 8.892 -11.366 6.344 -0.18
Cl 6.367 -12.193 7.497 -0.12
H 8.511 -12.157 8.467 0.16
H 7.819 -10.528 8.268 -0.68
```

=====

Molecular formula: C25H37N11O3
Method: DFT, ωB97M-V/def2-TZVPD

SMILES string: [H]/N=C(/N)NCCCCC1=CC(=O)OC1=O.CC#N.CC#N.CC#N.CC#N.CC#N.CC#N.CC#N.CC#N
Energy, Ha: -1802.64718
Gap between HOMO and LUMO, eV: 8.09
M, Da: 539.65

The geometry in XYZ format:
```
76
Properties=species:S:1:pos:R:3:mulliken_charge:R:1
H -1.057 -2.712 1.739 0.19
N -1.466 -1.921 1.215 -0.57
C -0.465 -1.245 0.689 -0.18
N -0.807 -0.066 -0.158 -0.04
N 0.973 -1.532 0.834 0.14
C 1.396 -1.677 2.258 -0.43
C 1.102 -0.392 3.173 -0.51
C 2.462 0.359 3.632 -0.93
C 2.962 1.466 2.582 0.19
C 1.832 2.483 2.088 0.37
C 1.223 2.111 0.856 0.12
C 0.141 3.269 0.694 -0.08
O -0.889 3.229 -0.029 -0.47
O 0.533 4.352 1.571 -0.27
C 1.230 3.810 2.726 0.12
O 1.326 4.315 3.852 -0.54
H -1.832 -0.050 -0.279 0.04
H -0.442 -0.344 -1.099 0.32
H 1.238 -2.362 0.269 0.23
H 2.515 -1.962 2.317 0.15
H 0.840 -2.590 2.698 0.01
H 0.333 0.335 2.747 0.44
H 0.641 -0.796 4.154 0.30
H 3.298 -0.436 3.713 0.40
H 2.348 0.840 4.672 0.37
H 3.776 2.085 3.114 0.50
H 3.423 0.958 1.655 -0.43
H 1.465 1.200 0.222 0.49
C -1.798 4.454 -3.103 -0.64
C -2.689 4.342 -4.304 0.33
N -3.391 4.254 -5.250 -0.50
H -2.388 4.351 -2.191 0.21
H -1.041 3.669 -3.127 0.25
H -1.302 5.426 -3.097 0.36
C -5.485 -3.619 1.189 -0.39
C -4.482 -4.030 2.234 0.35
N -3.698 -4.362 3.064 -0.43
H -5.149 -2.709 0.684 0.04
H -5.600 -4.414 0.451 0.25
H -6.451 -3.428 1.660 0.27
C 5.357 2.755 -0.480 -0.82
C 5.203 1.397 0.134 0.52
N 5.080 0.326 0.617 -0.50
H 6.189 3.282 -0.010 0.30
H 5.554 2.659 -1.549 0.32
H 4.442 3.333 -0.336 0.22
C -4.535 2.004 -0.978 -0.68
C -4.712 0.631 -0.400 0.41
N -4.842 -0.450 0.058 -0.52
H -3.703 2.510 -0.484 0.13
H -4.324 1.932 -2.047 0.20
H -5.445 2.587 -0.833 0.40
C 0.748 -4.693 5.681 -0.93
C 1.583 -3.578 5.125 0.52
N 2.241 -2.700 4.687 -0.43
H 0.015 -4.293 6.382 0.28
H 0.225 -5.204 4.870 0.30
H 1.386 -5.410 6.201 0.30
C -1.051 3.789 -7.827 -0.34
C -0.037 2.685 -7.856 0.29
N 0.762 1.816 -7.880 -0.39
H -1.792 3.634 -8.613 0.26
H -1.557 3.803 -6.860 -0.07
H -0.559 4.750 -7.986 0.25
C -2.804 -1.581 -3.809 -0.76
C -1.590 -0.817 -3.373 0.47
N -0.635 -0.214 -3.029 -0.60
H -2.517 -2.588 -4.115 0.32
H -3.515 -1.648 -2.984 0.20
H -3.279 -1.074 -4.650 0.29
C 4.325 -4.405 0.650 -0.69
C 3.150 -4.331 -0.278 0.43
N 2.224 -4.271 -1.009 -0.47
H 4.131 -5.136 1.437 0.26
H 5.216 -4.705 0.097 0.31
H 4.499 -3.429 1.106 0.18
```